{"formula": "C5H10O2", "method": "ωB97M-V/def2-TZVPD", "homo_lumo_gap_ev": 9.88, "multiplicity": 1, "smiles": "C[C@]1(O)C[C@@]1(C)O", "e_above_lowest_kcal_mol": 47.4, "species": ["C", "C", "O", "C", "C", "C", "O", "H", "H", "H", "H", "H", "H", "H", "H", "H", "H"], "coordinates": [[1.5045, -1.1832, -0.4740], [0.8736, 0.1056, 0.0094], [1.6156, 1.2066, -0.4134], [0.2056, 0.1814, 1.3676], [-0.6159, 0.3876, 0.1161], [-1.7379, -0.4646, -0.4411], [-0.8528, 1.7254, -0.2587], [2.5469, -1.2178, -0.1302], [0.9994, -2.0743, -0.0887], [1.5261, -1.2313, -1.5686], [0.9421, 1.8895, -0.5824], [0.3884, 1.0723, 1.9618], [0.0734, -0.7361, 1.9397], [-2.5892, -0.5394, 0.2460], [-2.0222, 0.1438, -1.2860], [-1.4670, -1.4666, -0.7805], [-1.3907, 2.2010, 0.3829]], "forces_ev_per_angstrom": [[-0.103, 0.016, 0.033], [-0.098, -0.266, 0.014], [0.042, 0.136, -0.002], [-0.128, 0.017, 0.108], [0.192, -0.651, -0.239], [0.264, 0.009, 0.391], [-0.052, 0.691, 0.110], [-0.249, 0.063, -0.010], [-0.024, 0.177, -0.038], [-0.098, 0.068, 0.167], [0.351, 0.060, 0.001], [0.074, -0.103, -0.054], [-0.030, 0.149, -0.188], [0.152, 0.024, -0.069], [-0.497, -0.308, -0.510], [0.161, 0.122, 0.165], [0.043, -0.204, 0.120]]}